1.
A structure of composition C28H33AsGeNO2PdSSe, computed with the ωB97M-V functional and the def2-TZVPD basis.

CARTESIAN COORDINATES (ANGSTROEM)
Pd1 0.273 0.051 0.974
O1 0.158 1.899 1.972
N1 -0.875 2.631 1.715
C1 -1.201 3.579 2.761
C2 -2.505 3.867 3.015
C3 -3.525 3.344 2.223
C4 -3.159 2.546 1.046
C5 -1.889 2.169 0.805
S1 -1.425 1.161 -0.511
H1 -0.349 3.990 3.277
H2 -2.734 4.548 3.823
H3 -4.559 3.586 2.413
H4 -3.917 2.253 0.331
O2 0.073 -2.011 0.372
As1 0.626 -2.596 1.873
C6 2.373 -1.838 2.036
C7 2.567 -0.672 2.775
C8 3.774 0.015 2.672
C9 4.777 -0.465 1.845
C10 4.582 -1.631 1.109
C11 3.378 -2.312 1.191
C12 0.637 -4.479 2.015
C13 1.777 -5.166 2.420
C14 1.718 -6.545 2.563
C15 0.533 -7.219 2.307
C16 -0.605 -6.525 1.911
C17 -0.561 -5.148 1.768
C18 -0.500 -1.833 3.201
C19 -1.720 -1.297 2.795
C20 -2.546 -0.699 3.741
C21 -2.155 -0.649 5.070
C22 -0.944 -1.206 5.472
C23 -0.112 -1.802 4.540
H5 1.801 -0.309 3.451
H6 3.932 0.914 3.253
H7 5.721 0.060 1.783
H8 5.374 -2.014 0.478
H9 3.224 -3.206 0.597
H10 2.698 -4.643 2.640
H11 2.595 -7.092 2.880
H12 0.492 -8.294 2.422
H13 -1.526 -7.058 1.720
H14 -1.448 -4.608 1.460
H15 -2.033 -1.377 1.760
H16 -3.505 -0.295 3.441
H17 -2.804 -0.192 5.806
H18 -0.654 -1.180 6.514
H19 0.827 -2.241 4.857
C24 4.289 2.659 -4.714
Ge1 2.868 2.368 -3.448
C25 2.889 3.545 -1.916
C26 1.128 2.208 -4.268
C27 3.365 0.520 -2.702
Se1 2.220 -0.113 -1.377
C28 0.964 -1.090 -2.464
H20 4.161 3.645 -5.164
H21 4.254 1.913 -5.507
H22 5.263 2.627 -4.228
H23 2.615 4.555 -2.222
H24 3.885 3.582 -1.476
H25 2.174 3.212 -1.162
H26 0.904 3.148 -4.774
H27 0.340 2.032 -3.535
H28 1.119 1.415 -5.017
H29 4.357 0.655 -2.273
H30 3.375 -0.165 -3.550
H31 0.507 -0.396 -3.166
H32 0.243 -1.543 -1.789
H33 1.520 -1.857 -3.000

Values from the calculation:
HOMO-LUMO gap (spin up / spin down), eV: 7.5 / 5.6
Charge: +2
HOMO energy (spin up / spin down), eV: -12.1 / -14.1
⟨S²⟩: 8.790
Spin multiplicity: 6


2.
A structure of composition C28H33Br36FN3O3PS in a non-equilibrium geometry, computed with the ωB97M-V functional and the def2-TZVPD basis.

CARTESIAN COORDINATES (ANGSTROEM)
C1 4.504 0.121 0.003
C2 3.366 0.594 -0.969
O1 2.857 -0.118 -1.776
N1 2.970 2.009 -0.808
C3 3.405 2.645 -2.082
C4 1.493 2.052 -0.658
C5 1.077 3.223 0.328
C6 1.279 2.859 1.849
C7 -0.091 2.783 2.664
N2 -1.181 2.107 1.933
C8 -2.294 2.854 1.513
O2 -2.392 4.019 1.413
C9 -3.337 1.749 1.203
C10 -4.697 1.819 0.744
C11 -5.332 3.212 0.439
N3 -6.782 3.184 0.735
C12 -5.411 0.516 0.559
C13 -4.797 -0.763 0.865
P1 -5.762 -2.327 0.608
S1 -7.669 -1.970 0.329
C14 -3.392 -0.824 1.344
F1 -2.767 -1.988 1.642
C15 -2.708 0.442 1.478
C16 -1.234 0.707 1.926
O3 -0.401 -0.089 2.153
H1 5.293 0.916 -0.004
H2 4.097 0.056 1.040
H3 4.887 -0.860 -0.365
H4 3.163 3.742 -2.119
H5 4.531 2.583 -2.113
H6 3.028 2.101 -2.989
H7 1.155 1.085 -0.193
H8 0.990 2.180 -1.652
H9 0.042 3.551 0.074
H10 1.753 4.098 0.113
H11 1.884 1.931 1.965
H12 1.851 3.691 2.347
H13 -0.363 3.788 3.061
H14 0.130 2.132 3.556
H15 -5.097 3.577 -0.597
H16 -4.881 3.932 1.172
H17 -7.190 4.069 0.431
H18 -7.272 2.485 0.199
H19 -6.482 0.515 0.156
H20 -5.503 -3.269 1.643
H21 -5.258 -2.890 -0.612
C17 -6.718 0.063 -3.093
Br1 -6.959 1.345 -1.664
Br2 -7.028 0.859 -4.827
Br3 -5.008 -0.825 -2.968
H22 -7.466 -0.712 -2.959
C18 -1.228 -0.803 -4.454
Br4 -2.631 0.047 -5.474
Br5 -0.771 0.203 -2.866
Br6 -1.712 -2.635 -4.050
H23 -0.341 -0.836 -5.078
C19 -1.091 -4.779 4.619
Br7 0.686 -5.446 4.986
Br8 -2.050 -5.945 3.413
Br9 -2.089 -4.444 6.242
H24 -0.974 -3.828 4.118
C20 0.691 4.730 -4.520
Br10 1.352 5.099 -2.741
Br11 -0.021 6.312 -5.375
Br12 2.033 3.863 -5.611
H25 -0.129 4.032 -4.410
C21 1.985 6.929 4.079
Br13 3.302 6.744 5.481
Br14 2.780 6.784 2.322
Br15 0.517 5.690 4.302
H26 1.573 7.927 4.160
C22 3.126 -8.814 4.326
Br16 1.530 -8.582 3.258
Br17 3.995 -7.122 4.706
Br18 2.771 -9.815 5.940
H27 3.819 -9.399 3.735
C23 4.786 0.374 -6.248
Br19 6.588 1.072 -6.156
Br20 4.002 0.199 -4.490
Br21 3.671 1.424 -7.433
H28 4.852 -0.620 -6.673
C24 -1.134 -5.388 -0.827
Br22 -0.705 -7.150 -0.152
Br23 -3.004 -5.226 -1.284
Br24 -0.586 -4.006 0.400
H29 -0.570 -5.254 -1.743
C25 0.959 10.641 2.327
Br25 2.277 10.475 3.733
Br26 1.756 10.474 0.574
Br27 -0.506 9.401 2.572
H30 0.546 11.640 2.395
C26 7.053 -7.801 7.065
Br28 5.724 -8.325 8.366
Br29 7.630 -5.974 7.324
Br30 8.547 -9.028 7.030
H31 6.579 -7.849 6.091
C27 -1.497 -11.894 3.099
Br31 -1.073 -11.660 4.970
Br32 -1.603 -10.201 2.172
Br33 -0.270 -13.110 2.230
H32 -2.481 -12.346 3.049
C28 2.584 3.158 -11.364
Br34 4.511 3.012 -11.341
Br35 1.767 1.740 -12.393
Br36 1.852 3.260 -9.577
H33 2.341 4.091 -11.860

Values from the calculation:
HOMO-LUMO gap, eV: 8.1
HOMO energy, eV: -8.9
Spin multiplicity: 1


3.
A structure of composition C28H33Cl2N7O2SSn, computed with the ωB97M-V functional and the def2-TZVPD basis.

CARTESIAN COORDINATES (ANGSTROEM)
Sn1 0.166 -0.494 0.826
C1 2.951 3.081 1.869
C2 2.422 1.718 1.555
N1 1.375 1.203 2.081
N2 0.658 1.912 3.003
C3 -0.455 1.245 3.273
O1 -0.814 0.132 2.766
C4 -1.388 1.889 4.251
C5 -1.260 3.232 4.596
C6 -2.152 3.810 5.487
C7 -3.174 3.050 6.042
C8 -3.303 1.710 5.701
C9 -2.418 1.132 4.802
C10 3.119 0.847 0.566
C11 4.252 1.289 -0.104
C12 4.874 0.446 -1.009
C13 4.349 -0.815 -1.231
C14 3.197 -1.171 -0.549
N3 2.591 -0.363 0.323
H1 2.325 3.543 2.625
H2 2.957 3.714 0.977
H3 3.977 3.025 2.240
H4 -0.451 3.809 4.166
H5 -2.051 4.856 5.752
H6 -3.870 3.501 6.737
H7 -4.097 1.115 6.135
H8 -2.511 0.092 4.518
H9 4.639 2.281 0.083
H10 5.760 0.775 -1.536
H11 4.813 -1.514 -1.914
H12 2.727 -2.137 -0.695
Cl1 -2.376 -2.141 0.779
C15 -1.788 -3.793 0.765
C16 -2.746 -4.765 0.532
C17 -2.375 -6.095 0.490
C18 -1.046 -6.429 0.682
C19 -0.108 -5.438 0.917
Cl2 1.539 -5.967 1.140
C20 -0.429 -4.070 0.978
S1 0.866 -2.921 1.323
H13 -3.775 -4.466 0.382
H14 -3.113 -6.865 0.308
H15 -0.721 -7.460 0.651
C21 -0.843 3.660 0.190
C22 -2.142 3.006 -0.235
O2 -2.191 1.635 0.151
H16 -0.846 4.723 -0.065
H17 0.010 3.189 -0.304
H18 -0.692 3.568 1.270
H19 -2.236 3.000 -1.321
H20 -3.002 3.551 0.163
H21 -2.195 1.583 1.113
C23 0.741 0.432 -2.710
N4 0.060 -0.802 -2.309
C24 -1.319 -0.749 -2.809
N5 -1.368 -0.603 -4.269
C25 -0.645 0.622 -4.625
N6 0.751 0.611 -4.166
C26 1.409 -0.561 -4.760
N7 0.744 -1.822 -4.413
C27 0.737 -1.936 -2.949
C28 -0.652 -1.739 -4.863
H22 1.772 0.406 -2.342
H23 0.226 1.277 -2.244
H24 -1.828 0.094 -2.336
H25 -1.833 -1.667 -2.519
H26 -1.156 1.477 -4.178
H27 -0.657 0.736 -5.710
H28 2.442 -0.599 -4.409
H29 1.413 -0.450 -5.845
H30 1.767 -1.982 -2.592
H31 0.229 -2.858 -2.659
H32 -1.165 -2.662 -4.591
H33 -0.668 -1.638 -5.949

Values from the calculation:
HOMO-LUMO gap, eV: 6.8
HOMO energy, eV: -7.3
Spin multiplicity: 1